[1]
59
Properties=species:S:1:pos:R:3:forces:R:3:mulliken_charge:R:1 method="wB97M-V/def2-TZVPD" largest_force_ha_per_bohr=0.04870 orbital_gap_ev=8.81 lumo_ha=-0.0817 total_charge=+1 multiplicity=1
N 0.690 2.472 -0.714 0.056 0.958 1.049 -0.06
C 1.514 1.240 -0.776 0.603 -1.981 -1.408 0.37
C 2.451 1.309 -2.002 0.338 0.651 0.337 -0.56
O 3.077 2.573 -1.779 0.407 0.458 0.015 -0.57
C 0.692 -0.080 -0.728 1.023 0.381 1.798 -0.83
N 1.656 -1.184 -0.588 -0.829 1.419 -0.342 0.73
C 1.366 -1.963 0.591 -0.079 -1.456 -0.447 -0.99
C 2.050 -1.853 -1.802 0.830 -0.965 0.317 -0.80
H 1.045 3.229 -1.310 -0.279 -0.519 -0.604 0.39
H -0.328 2.327 -0.743 0.197 -0.172 -0.567 0.36
H 0.743 2.972 0.188 0.028 -0.672 0.118 0.35
H 2.180 1.179 0.101 -0.381 0.328 -0.307 -0.03
H 3.161 0.449 -2.019 -0.538 0.778 0.279 0.44
H 1.967 1.393 -2.990 -0.321 -0.432 0.448 0.03
H 4.010 2.619 -1.992 0.039 -0.228 -0.212 0.34
H -0.091 -0.243 -1.447 0.082 0.213 -0.670 0.61
H 0.215 0.036 0.253 -0.342 -0.360 -0.296 0.11
H 0.292 -2.225 0.719 0.322 0.617 0.061 0.46
H 1.805 -2.963 0.489 0.420 0.254 0.125 0.44
H 1.792 -1.477 1.470 -0.202 -0.088 0.086 -0.12
H 1.467 -2.748 -2.056 -0.176 0.123 -0.070 0.36
H 2.117 -1.218 -2.674 -0.493 0.384 0.332 -0.26
H 3.101 -2.163 -1.727 -0.097 -0.339 0.291 0.33
H -2.408 1.116 -2.563 0.052 0.193 0.052 0.30
H -2.241 -0.174 -1.805 0.272 -0.086 0.247 0.24
O -2.022 0.778 -1.746 -0.605 -0.170 -0.272 -0.56
H 0.402 3.141 3.910 0.386 -0.177 -0.164 0.25
H 1.296 2.148 3.078 -0.369 0.063 0.372 0.26
O 0.426 2.595 3.113 0.140 0.534 0.321 -0.51
H -0.881 3.323 1.821 0.505 -0.027 -0.516 0.28
H -1.878 3.835 0.804 0.083 0.129 -0.243 0.31
O -0.933 3.677 0.911 -0.756 0.359 0.681 -0.64
H 1.514 -0.893 -4.084 -0.218 -0.129 -0.242 0.35
H 0.996 -0.047 -5.218 -0.137 0.029 -0.243 0.31
O 0.714 -0.719 -4.591 0.118 0.196 0.065 -0.61
H -1.649 0.165 1.816 0.399 0.172 -0.013 0.20
H -1.223 1.352 2.753 0.330 -0.176 -0.100 0.34
O -1.096 0.976 1.874 -0.640 -0.410 -0.123 -0.41
H -0.965 -4.056 2.635 -0.146 -0.271 -0.640 0.29
H -1.125 -4.760 1.233 0.197 -0.267 0.239 0.28
O -1.416 -4.024 1.774 -0.071 0.478 0.325 -0.56
H 3.366 0.475 3.723 0.131 -0.140 -0.109 0.30
H 1.998 -0.092 3.246 0.319 0.224 0.104 0.29
O 2.493 0.724 3.412 -0.487 -0.012 -0.143 -0.66
H -2.951 -1.553 2.378 0.079 -0.738 -0.390 0.24
H -2.286 -2.008 0.982 -0.056 -0.638 0.289 0.08
O -2.480 -1.289 1.582 0.302 0.823 0.624 -0.45
H -3.635 0.460 -0.241 -0.030 -0.040 -0.107 0.39
H -3.761 0.559 1.249 -0.177 -0.162 0.011 0.30
O -4.250 0.253 0.478 -0.088 1.464 -0.031 -0.69
H 5.118 -1.547 1.290 -0.106 0.090 0.059 0.29
H 5.154 -0.180 0.633 -0.141 -0.043 0.192 0.29
O 4.649 -0.703 1.271 0.253 -0.063 -0.176 -0.56
H -3.301 -2.373 -0.748 -0.093 0.481 -0.652 0.36
H -2.218 -2.925 -1.731 -0.008 0.227 -0.070 0.25
O -2.599 -2.102 -1.398 0.263 -0.449 0.454 -0.64
H -4.966 -1.164 0.187 0.182 -0.804 -0.772 0.45
H -5.190 -1.866 -1.229 -0.132 0.100 0.532 0.30
O -4.967 -2.038 -0.300 -0.362 -0.113 0.106 -0.76

[2]
60
Properties=species:S:1:pos:R:3:forces:R:3:mulliken_charge:R:1 method="wB97M-V/def2-TZVPD" largest_force_ha_per_bohr=0.13247 orbital_gap_ev=10.46 lumo_ha=-0.0928 total_charge=+1 multiplicity=1
O -0.300 0.267 1.038 -0.588 -0.165 0.761 -0.53
C -0.434 0.407 -0.171 2.047 0.184 0.348 0.59
N 0.480 1.119 -0.860 1.528 2.032 -0.200 0.28
C 0.400 1.393 -2.329 -2.879 -0.447 -0.145 -0.07
C 1.796 1.358 -2.811 2.266 -0.620 -1.377 -0.93
C -1.460 -0.413 -0.935 0.866 -0.233 5.194 -0.59
N -2.006 -1.458 0.092 -0.236 1.023 -2.012 0.40
C -2.471 -2.643 -0.641 3.196 -3.214 2.789 -0.97
H 1.396 1.578 -0.365 -3.230 -1.400 -1.094 0.10
H -0.145 0.495 -2.729 0.508 0.885 -0.018 0.18
H -0.333 2.251 -2.683 2.002 -1.185 1.304 0.25
H 2.033 0.309 -3.084 0.114 0.206 0.857 0.16
H 2.485 1.683 -1.969 -0.508 -0.058 -1.609 0.00
H 2.036 1.768 -3.835 -0.484 0.612 1.428 0.39
H -2.162 0.271 -1.208 -2.406 1.182 -1.011 -0.05
H -0.948 -0.795 -1.723 0.803 -1.887 -2.317 0.00
H -1.230 -1.724 0.783 -1.592 0.715 -0.885 0.26
H -2.880 -0.994 0.535 1.959 -0.432 0.299 0.45
H -3.272 -2.619 -1.247 -3.850 0.973 -0.752 0.44
H -2.325 -3.550 0.041 -1.128 1.381 -0.727 0.47
H -1.814 -2.948 -1.400 1.990 0.108 -0.846 0.14
H -2.214 1.192 4.417 0.995 0.202 -2.619 0.34
H -1.490 0.593 3.077 0.168 0.356 0.759 0.36
O -1.929 1.386 3.448 -0.802 -0.546 1.983 -0.75
H 3.260 -3.327 -0.393 6.067 -0.978 -1.253 0.25
H 2.372 -2.455 0.296 -0.392 -0.201 0.131 0.43
O 2.398 -3.262 -0.255 -5.435 1.201 1.241 -0.54
H -5.426 -0.471 -1.072 -4.672 1.574 3.857 0.26
H -4.237 0.126 -1.815 0.219 1.151 -0.128 0.31
O -4.767 -0.626 -1.622 4.493 -2.650 -3.762 -0.53
H 0.152 5.276 1.817 -2.240 1.145 3.428 0.29
H 0.091 4.175 0.706 -3.110 -4.429 -1.546 0.29
O 0.456 4.878 1.079 5.371 3.237 -1.849 -0.57
H -2.631 1.624 -3.619 0.050 -0.620 -6.783 0.23
H -3.277 2.253 -2.555 -1.002 1.137 0.747 0.26
O -2.583 1.653 -2.750 0.500 -0.317 5.900 -0.50
H 4.180 2.324 -0.486 2.473 -1.818 -1.427 0.29
H 3.834 3.555 0.193 -0.207 0.794 0.304 0.23
O 3.487 2.698 -0.033 -3.120 1.720 0.856 -0.52
H 2.527 -0.270 1.218 -0.511 -0.159 0.117 0.32
H 1.121 -1.037 1.365 -0.303 0.851 -0.193 0.30
O 2.052 -1.037 1.580 1.191 -0.658 0.191 -0.79
H -4.246 0.566 1.668 0.098 -1.530 -0.730 0.33
H -3.096 0.773 2.378 1.116 -1.612 -0.435 0.30
O -3.419 0.021 1.753 -1.876 3.235 1.049 -0.62
H 5.414 0.296 1.085 0.127 -0.163 0.171 0.25
H 4.751 1.442 1.814 -0.008 1.088 1.560 0.31
O 4.697 0.933 1.034 0.276 -1.816 -1.339 -0.55
H 2.441 3.242 3.364 0.477 -0.870 -0.423 0.31
H 2.556 2.081 2.320 -0.077 0.315 0.119 0.31
O 2.961 2.445 3.118 -0.325 0.563 0.224 -0.63
H 0.701 -4.381 0.619 -0.918 0.038 -1.103 0.28
H -0.281 -4.937 -0.557 0.719 1.493 1.720 0.30
O -0.155 -4.217 0.146 0.128 -1.439 -0.631 -0.56
H 0.586 -1.428 3.549 2.412 1.076 -0.241 0.31
H -0.090 -2.590 4.240 -0.048 0.332 -0.239 0.28
O -0.235 -1.830 3.656 -2.336 -1.277 0.300 -0.59
H -0.125 -2.592 -2.585 -2.630 0.517 5.707 0.30
H 1.057 -2.122 -3.335 -0.892 -0.917 -0.086 0.30
O 0.259 -2.704 -3.361 3.645 0.313 -5.560 -0.56

[3]
60
Properties=species:S:1:pos:R:3:forces:R:3:mulliken_charge:R:1 method="wB97M-V/def2-TZVPD" largest_force_ha_per_bohr=0.12597 orbital_gap_ev=9.10 lumo_ha=0.0062 multiplicity=1
C 1.077 -0.528 2.890 -3.028 -0.533 -0.674 -1.42
C 1.742 -0.300 1.542 0.801 -0.316 -2.053 0.27
N 1.281 -1.297 0.491 -0.754 0.344 -0.245 -0.04
C 2.244 -1.376 -0.661 0.928 0.826 0.488 -1.06
C -0.037 -0.799 0.009 -0.236 0.173 1.936 2.09
C -0.869 -1.740 -0.860 -2.531 1.603 -0.637 -0.76
O -2.027 -1.436 -1.163 1.470 0.285 0.699 -0.52
H 1.282 0.245 3.586 0.296 0.831 0.620 0.49
H -0.107 -0.578 2.808 2.200 0.473 -0.003 0.08
H 1.236 -1.464 3.419 0.787 -0.249 -0.382 0.45
H 1.572 0.706 1.046 -0.061 -1.050 1.218 -0.20
H 2.857 -0.373 1.587 -0.816 -0.144 0.256 0.52
H 3.189 -1.789 -0.144 -1.327 -0.061 -1.514 0.39
H 1.783 -1.932 -1.591 1.163 0.762 2.100 0.40
H 2.592 -0.332 -1.032 -0.902 -1.567 0.512 0.21
H 0.123 0.113 -0.576 -0.068 0.046 -0.248 -0.03
H -0.637 -0.425 0.974 0.885 -1.134 -2.332 -0.99
H -0.521 -2.627 -1.346 1.065 -0.599 0.193 0.46
H 0.978 2.256 3.075 -1.225 1.124 -1.661 0.27
H 0.077 3.206 2.041 -2.015 2.959 0.167 0.39
O 0.594 2.457 2.169 3.249 -3.859 1.570 -0.62
H 0.661 -4.477 0.494 -0.220 -0.095 5.523 0.38
H 1.290 -3.665 -0.558 -0.311 -0.582 0.129 0.32
O 0.758 -4.465 -0.386 0.799 0.310 -5.917 -0.74
H -0.560 -3.870 1.970 1.218 0.185 0.414 0.37
H 0.609 -2.903 1.845 0.523 1.170 -0.650 0.39
O 0.411 -3.769 2.173 -1.842 -1.209 0.569 -0.90
H -2.810 -4.019 0.365 -4.483 -1.007 -0.595 0.19
H -1.473 -4.341 0.088 3.124 -2.873 -2.377 0.25
O -1.975 -3.738 0.518 1.343 3.617 3.201 -0.45
H 3.290 1.407 -3.368 -2.537 -2.096 1.401 0.31
H 2.127 1.398 -2.331 -1.185 1.598 1.594 0.45
O 2.545 0.809 -2.922 3.761 0.331 -3.445 -0.63
H -1.937 4.467 1.531 1.663 -0.834 -1.010 0.31
H -1.368 3.546 0.442 -1.455 -3.372 -3.127 0.44
O -1.112 4.143 1.058 0.023 4.770 4.383 -0.69
H -1.975 2.254 -1.345 0.473 -0.525 0.783 0.22
H -1.578 1.333 -0.072 0.462 2.255 -1.391 0.14
O -1.278 2.134 -0.648 -1.419 -1.564 -0.131 -0.59
H -1.134 1.380 2.057 0.750 -1.111 0.728 0.25
H -2.767 1.169 1.896 -1.270 -2.576 0.653 0.28
O -2.001 1.668 1.846 0.330 3.429 -0.890 -0.55
H -0.133 -0.884 -4.092 -1.120 0.773 -1.378 0.28
H 1.200 -0.836 -3.413 -0.434 -0.186 0.044 0.27
O 0.332 -1.293 -3.396 1.725 -0.382 1.283 -0.57
H 0.355 2.440 -1.140 -1.218 -0.139 0.133 0.36
H 1.699 2.468 -0.459 0.756 0.086 0.454 0.33
O 1.289 2.451 -1.317 0.524 0.239 -0.832 -0.75
H -4.433 1.209 -1.778 0.168 0.482 -0.019 0.31
H -3.230 0.636 -2.482 -0.512 2.031 0.362 0.35
O -3.644 1.537 -2.240 0.522 -2.554 -0.344 -0.68
H -0.750 2.277 -4.478 -0.415 3.073 -0.566 0.25
H -0.008 1.337 -3.564 0.289 0.098 0.231 0.33
O -0.613 1.394 -4.304 0.157 -3.193 0.399 -0.64
H -3.595 -1.085 2.856 -0.033 -0.108 0.121 0.29
H -2.450 -1.570 1.938 -0.823 0.690 -0.065 0.23
O -3.135 -0.866 2.042 0.643 -0.845 -0.074 -0.60
H 3.582 3.297 0.843 -0.515 -0.890 -0.130 0.31
H 2.296 2.592 1.278 -1.364 0.292 1.190 0.41
O 3.087 2.448 0.789 2.024 0.795 -0.662 -0.62

[4]
14
Properties=species:S:1:pos:R:3:forces:R:3:mulliken_charge:R:1 method="wB97M-V/def2-TZVPD" largest_force_ha_per_bohr=0.08818 orbital_gap_ev="6.97 / 6.98" lumo_ha="0.1105 / 0.1105" total_charge=-1 multiplicity=1
C -1.452 -1.465 -0.460 -0.709 -3.474 0.212 -0.05
C -2.129 -0.303 -0.759 -3.132 3.025 -1.266 -0.11
C -0.180 -1.756 -0.096 -0.783 -2.233 0.188 -0.21
C -1.523 0.893 -1.126 -0.348 -1.128 0.637 -0.59
C 1.416 0.088 0.300 -0.954 -2.046 -0.032 0.50
N 0.889 -0.941 0.020 1.266 2.055 0.523 -0.21
N 1.959 1.185 0.382 0.002 1.401 -1.146 -0.43
N 2.833 1.738 1.214 0.694 0.763 0.936 0.98
O 2.695 2.940 1.410 -0.038 -0.426 -0.093 -0.57
O 3.768 1.090 1.675 -0.324 -0.402 -0.126 -0.60
Cl -2.849 2.095 -1.374 0.028 0.298 -0.155 -0.29
H -2.150 -2.419 -0.548 1.671 1.802 0.503 0.11
H -3.341 -0.346 -0.815 2.787 -0.241 0.274 0.15
H 0.062 -2.798 0.177 -0.160 0.606 -0.455 0.28

What is the multiplicity in the third record? 1